Entry 1:
This record from the Open Molecules 2025 dataset describes a single C14H21N3O2S molecule. The level of theory is ωB97M-V with the def2-TZVPD basis set.

Geometry as XYZ:
```
41
Properties=species:S:1:pos:R:3
C 4.50 3.25 2.40
O 3.48 2.52 1.76
C 3.64 1.18 1.59
C 4.72 0.44 2.03
C 4.78 -0.93 1.80
C 3.78 -1.56 1.09
C 2.69 -0.83 0.63
C 2.59 0.53 0.89
N 1.54 1.33 0.44
C 0.22 1.05 0.29
S -0.74 2.15 -0.48
N -0.26 -0.09 0.83
C -1.60 -0.56 0.59
C -1.68 -1.44 -0.67
N -3.06 -1.55 -1.11
C -3.37 -2.80 -1.78
C -4.87 -2.85 -2.04
O -5.29 -1.77 -2.84
C -4.96 -0.54 -2.23
C -3.46 -0.45 -1.96
H 4.17 4.28 2.40
H 5.45 3.17 1.86
H 4.64 2.91 3.43
H 5.52 0.91 2.57
H 5.63 -1.49 2.16
H 3.84 -2.61 0.88
H 1.94 -1.31 0.03
H 1.78 2.30 0.29
H 0.39 -0.70 1.31
H -2.23 0.31 0.45
H -1.94 -1.12 1.46
H -1.29 -2.44 -0.45
H -1.04 -0.99 -1.46
H -3.09 -3.64 -1.13
H -2.83 -2.90 -2.74
H -5.14 -3.76 -2.59
H -5.40 -2.83 -1.08
H -5.28 0.24 -2.91
H -5.50 -0.45 -1.27
H -3.23 0.50 -1.47
H -2.92 -0.47 -2.93
```

Values from the calculation:
Kohn-Sham gap in eV: 8.67
HOMO in hartree: -0.2946
Lowest unoccupied orbital energy in eV: 0.66
Total charge: 0
F_max in eV/Å: 0.7
Calculated total energy in eV: -34258.942
Energy relative to the best compared isomer or geometry (same formula, charge and spin) in eV: 1.957

Okay, here come the natural (NBO) numbers, in e, for every atom: -0.25, -0.50, 0.27, -0.28, -0.21, -0.22, -0.27, 0.17, -0.62, 0.30, -0.28, -0.60, -0.23, -0.22, -0.45, -0.24, -0.07, -0.52, -0.07, -0.26, 0.21, 0.18, 0.18, 0.22, 0.22, 0.22, 0.22, 0.44, 0.40, 0.24, 0.20, 0.19, 0.18, 0.20, 0.17, 0.19, 0.16, 0.19, 0.17, 0.22, 0.17


Entry 2:
This record from the Open Molecules 2025 dataset describes a single C27H31N3O6 molecule. The level of theory is ωB97M-V with the def2-TZVPD basis set.

Geometry as XYZ:
```
67
Properties=species:S:1:pos:R:3
C -2.50 6.24 -0.51
C -1.09 6.66 -0.11
O -0.34 5.57 0.43
C 0.21 4.74 -0.48
O 0.14 4.88 -1.67
N 0.91 3.73 0.11
C 1.48 2.71 -0.75
C 1.70 1.42 0.03
N 0.53 1.10 0.81
C -0.17 -0.06 0.87
O -1.08 -0.17 1.67
C 0.23 -1.21 -0.05
C -0.97 -1.96 -0.58
C -2.21 -1.37 -0.75
C -3.28 -2.10 -1.24
O -4.54 -1.61 -1.41
C -4.81 -0.29 -0.99
C -3.10 -3.45 -1.62
O -4.20 -4.08 -2.11
C -4.07 -5.42 -2.52
C -1.85 -4.02 -1.49
C -0.79 -3.28 -0.96
C 0.55 -3.91 -0.93
O 0.85 -4.88 -1.61
N 1.46 -3.31 -0.11
C 2.84 -3.73 -0.13
C 3.73 -2.50 -0.34
C 3.51 -1.59 0.83
C 4.55 -0.87 1.40
C 4.35 -0.10 2.53
C 3.10 -0.09 3.13
C 2.06 -0.82 2.58
C 2.25 -1.54 1.41
C 1.07 -2.23 0.77
C 0.11 2.13 1.75
C 0.88 3.43 1.52
H -3.05 7.11 -0.85
H -3.01 5.79 0.33
H -2.44 5.51 -1.32
H -1.11 7.40 0.69
H -0.56 7.06 -0.98
H 0.79 2.54 -1.59
H 2.43 3.06 -1.17
H 2.56 1.53 0.70
H 1.94 0.62 -0.67
H 0.82 -0.86 -0.90
H -2.34 -0.34 -0.47
H -4.25 0.44 -1.58
H -5.87 -0.15 -1.15
H -4.57 -0.15 0.07
H -3.35 -5.52 -3.33
H -3.77 -6.06 -1.69
H -5.05 -5.72 -2.87
H -1.65 -5.03 -1.79
H 2.94 -4.45 -0.94
H 3.10 -4.22 0.82
H 4.77 -2.80 -0.41
H 3.45 -2.01 -1.28
H 5.53 -0.91 0.94
H 5.16 0.47 2.96
H 2.94 0.47 4.04
H 1.09 -0.82 3.06
H 0.41 -2.62 1.56
H 0.26 1.77 2.78
H -0.96 2.30 1.61
H 0.39 4.25 2.05
H 1.91 3.34 1.89
```

Values from the calculation:
Kohn-Sham gap in eV: 8.56
HOMO in hartree: -0.2958
Lowest unoccupied orbital energy in eV: 0.51
Total charge: 0
F_max in eV/Å: 0.5
Calculated total energy in eV: -45259.041
Energy relative to the best compared isomer or geometry (same formula, charge and spin) in eV: 0.665

Okay, here come the natural (NBO) numbers, in e, for every atom: -0.64, -0.07, -0.53, 0.89, -0.66, -0.45, -0.20, -0.23, -0.44, 0.71, -0.64, -0.35, 0.11, -0.31, 0.30, -0.48, -0.25, 0.25, -0.48, -0.25, -0.20, -0.21, 0.68, -0.63, -0.44, -0.21, -0.43, -0.03, -0.20, -0.21, -0.22, -0.23, 0.04, -0.05, -0.22, -0.23, 0.22, 0.21, 0.23, 0.19, 0.20, 0.22, 0.20, 0.20, 0.23, 0.22, 0.23, 0.17, 0.20, 0.18, 0.18, 0.18, 0.20, 0.24, 0.25, 0.19, 0.22, 0.22, 0.21, 0.22, 0.22, 0.23, 0.22, 0.21, 0.22, 0.25, 0.19


Entry 3:
This record from the Open Molecules 2025 dataset describes 5 unconnected molecules or ions with the total composition C28H57NO6PS in a non-equilibrium geometry. The level of theory is ωB97M-V with the def2-TZVPD basis set.

Geometry as XYZ:
```
94
Properties=species:S:1:pos:R:3
C 2.79 -2.71 3.39
C 2.29 -2.77 1.85
C 2.83 -1.49 1.05
C 1.85 -0.23 0.98
C 1.57 0.11 -0.58
C 0.52 -0.34 1.87
C -0.80 -0.99 1.15
C -2.07 -0.31 1.91
C -3.32 -1.22 2.31
C -4.17 -1.53 0.97
O -3.72 -1.21 -0.17
O -5.44 -2.17 0.98
N -1.43 0.57 2.97
C -2.35 1.56 3.67
C -0.19 1.08 2.31
P 0.89 2.37 3.18
S 0.00 4.11 3.33
H 3.95 -2.62 3.34
H 2.38 -1.79 3.93
H 2.61 -3.70 3.95
H 2.82 -3.69 1.41
H 1.17 -2.98 1.75
H 3.81 -1.16 1.58
H 3.05 -1.81 -0.03
H 2.44 0.68 1.39
H 0.87 -0.68 -1.03
H 2.60 0.03 -1.10
H 1.14 1.17 -0.63
H 0.66 -0.84 2.89
H -0.88 -2.13 1.14
H -0.97 -0.61 0.07
H -2.57 0.50 1.25
H -3.05 -2.24 2.75
H -4.03 -0.61 2.98
H -5.89 -1.87 1.81
H -1.21 -0.10 3.73
H -2.75 2.35 2.96
H -3.22 1.02 4.20
H -1.79 2.13 4.50
H -0.59 1.49 1.31
H 1.41 1.90 4.44
H 2.05 2.58 2.34
C -3.79 0.63 -2.89
C -3.57 0.11 -4.30
C -2.94 1.31 -4.98
O -2.21 2.02 -3.97
C -2.57 1.50 -2.69
H -3.88 -0.16 -2.14
H -4.70 1.24 -2.86
H -2.87 -0.72 -4.28
H -4.49 -0.22 -4.79
H -3.71 1.99 -5.38
H -2.27 1.03 -5.79
H -1.72 0.92 -2.31
H -2.75 2.33 -2.00
C -1.48 2.90 -8.14
C -2.92 3.28 -8.40
C -2.77 4.53 -9.24
O -1.55 4.39 -9.98
C -0.81 3.28 -9.45
H -1.35 1.85 -7.88
H -1.08 3.51 -7.32
H -3.41 2.50 -8.98
H -3.50 3.45 -7.49
H -2.67 5.43 -8.62
H -3.60 4.68 -9.93
H -0.87 2.46 -10.17
H 0.24 3.56 -9.32
C 6.09 2.78 4.91
C 6.20 4.15 4.26
C 4.78 4.38 3.77
O 3.91 3.69 4.68
C 4.70 2.84 5.52
H 6.87 2.58 5.64
H 6.13 2.00 4.14
H 6.46 4.90 5.01
H 6.94 4.19 3.46
H 4.63 3.95 2.77
H 4.52 5.44 3.73
H 4.72 3.28 6.52
H 4.23 1.85 5.59
C -0.30 -6.87 2.47
C -0.11 -7.40 1.07
C 0.53 -6.22 0.36
O 1.28 -5.50 1.35
C 0.93 -6.00 2.65
H -0.39 -7.65 3.23
H -1.20 -6.25 2.51
H 0.59 -8.24 1.08
H -1.03 -7.74 0.59
H -0.24 -5.54 -0.03
H 1.19 -6.52 -0.45
H 1.78 -6.59 3.02
H 0.76 -5.17 3.34
```

Values from the calculation:
Kohn-Sham gap in eV: 7.53
HOMO in hartree: -0.3852
Lowest unoccupied orbital energy in eV: -2.95
Total charge: +1
F_max in eV/Å: 5.1
Calculated total energy in eV: -63848.486

Okay, here come the Löwdin numbers, in e, for every atom: -0.11, -0.25, -0.16, -0.31, -0.07, -0.21, -0.05, -0.23, -0.02, -0.35, 0.06, 0.08, -0.16, -0.03, -0.38, 0.40, 0.15, 0.09, 0.06, 0.07, 0.11, 0.08, 0.12, 0.12, 0.10, 0.08, 0.10, 0.09, 0.13, 0.13, 0.12, 0.17, 0.15, 0.12, 0.13, 0.19, 0.13, 0.11, 0.09, 0.16, 0.01, 0.00, -0.18, -0.17, -0.20, -0.13, -0.21, 0.08, 0.12, 0.12, 0.12, 0.12, 0.11, 0.10, 0.11, -0.19, -0.18, -0.20, -0.14, -0.20, 0.10, 0.12, 0.12, 0.10, 0.12, 0.12, 0.12, 0.12, -0.18, -0.17, -0.20, -0.18, -0.21, 0.12, 0.11, 0.12, 0.12, 0.11, 0.12, 0.12, 0.11, -0.17, -0.17, -0.19, -0.18, -0.21, 0.12, 0.11, 0.12, 0.12, 0.11, 0.12, 0.12, 0.10